(1)
An isolated ion of composition CH4N3OS and charge +1 at a distorted geometry, computed with the ωB97M-V functional and the def2-TZVPD basis.

## Properties
- Charge: +1
- 2S+1: 1
- Energy relative to the best compared isomer or geometry (same formula, charge and spin): 276.5 kJ/mol
- SMILES string: N/C(N=O)=[NH+]\S
- HOMO level: -14.4 eV
- Largest force on an atom: 3.12 eV/A
- LUMO: -0.209 Ha
- HOMO-LUMO gap: 8.70 eV

Atoms and positions in Å:
S  -0.23600  1.31548  1.95681
O  -1.75254  -1.34392  -1.17649
N  -0.48741  0.17731  0.58011
N  -0.65725  -1.21202  -1.48994
N  1.48824  0.00818  -0.80026
C  0.27586  -0.20300  -0.35054
H  2.24834  0.59459  -0.31125
H  -1.14532  1.01089  2.87630
H  -1.44802  -0.24996  0.51992
H  1.71411  -0.09754  -1.80466

Forces on the atoms, in the same order (eV/Å):
1.34 0.48 -1.32
0.32 0.33 0.47
-1.83 0.12 2.53
0.91 0.42 0.12
1.91 1.61 0.64
-0.40 -0.73 -2.43
-1.91 -1.20 -0.65
-0.61 -0.95 -0.24
0.83 0.42 0.01
-0.57 -0.50 0.88

(2)
C5H5O3Pd as an isolated structure at a distorted geometry, computed with the ωB97M-V functional and the def2-TZVPD basis.

## Properties
- Charge: +1
- 2S+1: 3
- HOMO level (spin up / spin down): -13.8 / -14.3 eV
- Largest force on an atom: 6.73 eV/A
- LUMO (spin up / spin down): -0.184 / -0.277 Ha
- HOMO-LUMO gap (spin up / spin down): 8.84 / 6.78 eV

Atoms and positions in Å:
Pd  0.62958  1.75823  -0.04134
O  -1.68481  -0.05786  0.79919
O  -1.13302  1.83558  -0.33828
O  3.14594  -0.27890  0.48127
C  -1.08837  -1.31850  0.42556
C  -1.58135  0.62174  -0.41232
C  2.09985  0.06378  -0.23280
C  -0.35620  -0.77981  -0.80472
C  0.96382  -0.31006  -0.61829
H  -0.55070  -1.25967  -1.76882
H  -2.45528  0.48086  -1.07055
H  -1.86510  -2.05027  0.16489
H  3.96854  -0.11576  0.00177
H  -0.46638  -1.68472  1.25155

Forces on the atoms, in the same order (eV/Å):
6.62 0.79 0.91
0.24 0.03 -0.22
-5.80 -1.16 -1.26
-0.13 0.52 -0.63
-0.17 0.09 0.07
-1.19 0.88 0.92
-1.10 -1.44 0.63
0.24 -0.67 -0.63
0.46 0.24 0.58
-0.14 0.42 0.10
0.44 -0.14 -0.22
0.31 0.14 0.02
0.33 0.20 0.04
-0.10 0.09 -0.32

(3)
C4H11NO3 as an isolated structure at a distorted geometry, computed with the ωB97M-V functional and the def2-TZVPD basis.

## Properties
- 2S+1: 1
- Energy relative to the best compared isomer or geometry (same formula, charge and spin): 554.8 kJ/mol
- HOMO level: -9.4 eV
- Largest force on an atom: 5.13 eV/A
- LUMO: 0.016 Ha
- HOMO-LUMO gap: 9.84 eV

Atoms and positions in Å:
O  0.11655  -1.07635  0.37022
O  0.09088  1.60373  0.14801
O  -1.86400  0.02391  0.84676
N  -0.00629  1.03398  -1.51756
C  -0.67363  -0.05016  1.08993
C  0.00281  0.17310  2.42465
C  -0.60803  -2.11058  -0.25764
C  1.29278  0.78965  -2.04391
H  1.19160  0.82827  -3.13620
H  1.71472  -0.15932  -1.71182
H  -0.94441  1.41361  -1.57954
H  0.89665  0.77384  2.26218
H  -0.49329  2.37383  0.21260
H  1.99926  1.57174  -1.75225
H  -0.61512  -1.90857  -1.33452
H  0.30854  -0.77295  2.86339
H  -1.64309  -2.18153  0.08358
H  -0.10657  -3.05794  -0.05117
H  -0.65935  0.73174  3.08327

Forces on the atoms, in the same order (eV/Å):
-0.41 1.75 1.58
1.23 -0.87 -3.50
1.25 0.45 0.37
-0.92 0.87 4.97
-1.24 -3.94 -0.34
0.25 1.01 -0.48
-0.24 0.32 -0.55
-0.15 1.01 -0.16
0.06 -0.15 0.13
-0.35 -0.17 -0.03
0.81 -0.06 -1.51
0.10 -0.11 0.11
-0.10 -0.10 -0.39
-0.08 0.14 -0.13
-0.12 -0.27 0.00
-0.21 -0.06 -0.08
0.08 0.18 0.06
0.11 0.11 -0.05
-0.07 -0.12 0.00

Asked for calculated total energy across the records above, the calculation gives -18444.1900, -14873.7966, -11954.3598 eV in order.